DFT (wB97M-V/def2-TZVPD) results for a cluster of 14 separate species, C42H116N4O14 in total in a non-equilibrium geometry.

Molecular weight = 901.404 g/mol
HOMO energy = -8.96 eV
ΔE to the lowest compared entry with this formula, charge and spin = 0.000 eV
Frontier orbital gap = 9.42 eV
LUMO = 0.46 eV
Spin multiplicity = 1

XYZ file:
```
176
Properties=species:S:1:pos:R:3:mulliken_charge:R:1
O -3.908 0.608 4.227 -0.4833
O 5.823 -0.056 1.867 -0.5019
O 4.825 -0.101 -3.658 -0.7323
O 3.622 -1.825 -1.784 -0.2951
O 1.577 1.198 3.221 2.9134
O -2.268 1.643 0.117 2.1228
O -0.141 -4.167 2.627 0.1693
O -3.528 5.503 2.956 -0.6234
O -4.596 -5.220 0.781 -0.6284
O 0.318 0.909 0.750 1.0607
O -1.639 2.981 -2.535 -0.1558
O -2.478 2.322 -5.207 -0.6915
O 2.592 3.790 2.741 -0.6374
O -3.233 -3.369 -4.759 -0.2097
N 1.448 -5.100 0.433 -0.4140
N 0.077 -4.895 -4.676 -0.7234
N -4.364 3.007 1.411 -0.5525
N 4.423 0.106 4.584 -0.7800
C 5.503 2.070 -2.865 -1.6161
C -3.630 1.291 3.030 0.2329
C -4.804 2.115 2.506 0.6582
C -5.989 1.262 1.993 -1.8087
C 4.498 -0.465 2.160 0.6012
C -4.281 -0.730 4.030 -0.1664
C 1.192 -5.880 1.668 0.5578
C -1.819 1.062 -5.304 1.2845
C 4.509 -0.971 3.603 0.1147
C -2.466 6.534 1.095 -1.2720
C 2.359 -6.848 1.882 -1.6687
C -3.382 -3.131 0.969 0.0586
C -0.983 4.260 -2.542 1.0628
C -3.337 -4.660 1.107 0.0236
C -3.184 0.985 -0.766 -0.6683
C 0.610 -0.262 -0.001 0.5092
C -1.135 -3.569 -2.926 -0.6465
C -1.225 -4.465 -4.163 0.1910
C 4.328 1.158 -3.147 2.1741
C -4.136 -2.968 -5.775 -0.9016
C 1.281 1.971 5.464 -1.9372
C 3.295 1.797 -4.067 -1.6168
C -0.373 4.419 -3.924 -1.7056
C -0.316 -1.397 0.419 0.5701
C 3.234 -2.870 -2.668 -0.5209
C 0.598 1.374 4.253 1.6025
C 6.083 0.181 0.514 -0.4276
C 0.120 4.194 -1.499 -0.5827
C -1.202 5.013 2.668 -0.5187
C -1.852 0.649 -6.776 -1.5309
C 3.003 3.423 0.375 0.3179
C -2.002 -3.798 -5.283 -0.5510
C -2.242 -5.204 0.196 -0.4042
C -0.543 -3.431 3.760 -0.3793
C 1.034 -4.922 2.843 -0.0537
C -0.113 0.069 4.526 -1.6344
C 0.614 0.018 -1.490 0.4138
C 3.625 3.605 1.762 1.1531
C -2.519 0.044 -4.424 0.9083
C -2.280 6.082 2.510 0.2183
C 3.450 -2.034 3.881 -1.4054
C 4.584 4.768 1.825 -1.7886
H -2.581 5.710 0.383 0.0264
H 0.767 -4.347 0.409 -0.2030
H -2.096 6.959 3.135 0.3403
H 5.166 2.852 -2.177 0.2594
H -0.748 -2.559 -3.079 0.0710
H -1.070 -0.104 -6.900 0.3511
H 3.822 0.392 2.059 -0.4221
H -4.507 -3.850 -6.307 0.3733
H -2.853 2.232 0.679 -0.6454
H 0.989 -5.457 3.802 0.4672
H -0.146 -2.261 -0.231 -0.2723
H -3.478 -1.341 3.605 -0.2256
H 0.167 5.357 -4.059 0.3954
H -1.648 1.503 -7.416 0.4287
H -2.634 0.402 -1.500 -0.3494
H -4.618 -1.185 4.963 0.4342
H -0.393 0.260 -1.850 -1.0926
H 3.410 -2.752 3.058 0.2462
H 7.156 0.202 0.326 0.4035
H -2.117 -6.289 0.231 0.3779
H 5.892 2.604 -3.737 0.4206
H -2.494 -2.654 1.375 -0.3805
H -5.169 -0.830 3.395 0.2232
H 2.170 2.722 0.434 -0.4873
H 4.035 -1.173 -2.367 0.1988
H 2.879 2.633 -3.495 0.2336
H 2.288 -3.307 -2.340 0.0181
H -2.856 2.053 3.211 -0.1588
H -0.988 -4.090 4.513 0.4109
H -3.425 -2.870 -0.095 0.1491
H 3.113 -2.495 -3.687 0.2956
H 0.258 -6.412 1.487 0.2582
H 2.349 -4.635 0.523 0.2768
H -5.695 0.424 1.364 0.1650
H -2.812 0.206 -7.044 0.2698
H -3.033 -4.951 2.114 0.1872
H 3.837 0.946 -2.195 -0.6907
H -2.301 0.122 -3.363 -0.9198
H 0.279 3.562 -4.086 0.1976
H -4.691 -5.217 -0.176 0.3792
H 2.047 -7.723 2.452 0.4122
H -2.123 -3.481 -2.474 0.1756
H -0.958 0.271 5.192 0.6434
H 1.118 -0.716 -2.112 0.3973
H 2.435 -1.631 3.953 -0.0176
H -1.358 -1.089 0.299 -0.7479
H 6.337 1.564 -2.381 0.3709
H 0.959 3.610 -1.890 -0.5102
H 5.458 4.492 1.219 0.3664
H -1.147 4.481 -4.692 0.5871
H 3.967 -3.681 -2.697 0.3198
H -3.417 5.384 3.905 0.3227
H -0.528 -0.416 3.639 -0.0117
H 3.688 -2.543 4.813 0.4645
H 2.438 1.176 -4.325 0.3273
H -0.481 -4.113 -2.237 0.3634
H 3.158 -6.365 2.449 0.3161
H 1.115 0.987 -1.611 -0.3144
H -4.946 -2.440 -5.277 0.2499
H 0.537 -0.658 5.020 0.4000
H 5.639 1.110 0.132 -0.0089
H 4.947 5.068 2.804 0.4211
H 2.263 2.886 2.893 -0.1509
H 2.651 4.399 0.039 0.3577
H -2.238 2.734 -4.362 0.2364
H -3.822 0.289 -0.216 -0.1100
H 1.937 -4.301 2.889 -0.3073
H 4.171 -1.261 1.478 0.2740
H -6.513 0.891 2.876 0.4884
H 1.149 0.779 2.455 -1.2404
H 5.228 0.090 -4.511 0.3402
H 0.675 -5.151 -3.897 0.3071
H -0.617 1.147 0.632 -0.9902
H -2.241 -0.965 -4.745 -0.5569
H 4.165 2.681 2.009 -0.2333
H -3.118 0.644 2.307 -0.0041
H -1.527 4.107 2.158 -0.2852
H 4.216 5.642 1.278 0.4075
H 2.087 1.316 5.810 0.3973
H -1.694 5.034 -2.247 0.2555
H -3.668 -2.315 -6.519 0.3174
H 0.594 2.092 6.299 0.4326
H 3.599 0.664 4.387 0.0491
H -0.761 1.204 -5.050 -0.2958
H -1.312 -4.739 0.515 -0.1237
H -5.196 2.699 3.346 0.3215
H -1.423 -2.970 -5.723 0.1190
H -1.334 -2.748 3.442 -0.3355
H -4.003 3.834 1.910 0.0428
H 1.766 2.907 5.184 0.4291
H -1.764 2.680 -1.608 -0.4136
H -4.321 -2.766 1.389 0.3425
H -5.191 3.314 0.913 0.2746
H -3.748 1.757 -1.291 0.1781
H -0.172 2.075 3.897 -0.7752
H -2.441 -4.996 -0.858 0.0740
H -3.601 0.093 -4.560 0.4847
H 0.527 5.153 -1.181 0.6310
H 5.697 -0.625 -0.126 0.2562
H 0.230 -2.809 4.219 0.1988
H 0.589 -4.145 -5.131 0.2870
H 3.793 3.029 -0.270 -0.2736
H -1.734 -5.387 -3.869 0.1459
H 2.723 -7.167 0.908 0.4378
H 1.627 -0.567 0.269 -0.2034
H -0.191 -1.744 1.446 -0.0698
H 3.767 2.180 -4.973 0.5743
H -2.119 -4.525 -6.100 0.3768
H -6.701 1.920 1.491 0.4849
H 5.224 0.713 4.447 0.3551
H -0.204 3.649 -0.612 0.1231
H -0.282 5.399 2.236 0.4529
H 5.436 -1.533 3.746 0.4331
H -1.594 7.071 0.720 0.4252
H -3.334 7.165 0.895 0.3965
H -1.019 4.757 3.713 0.4378
```